[1]
2 unconnected molecules or ions with the total composition C4H9NO2 at a distorted geometry, computed with ωB97M-V with the def2-TZVPD basis set.

Structure (XYZ):
```
16
C4H9NO2 ωB97M-V with the def2-TZVPD basis set
O -1.9005 -1.7167 0.8380
O 1.4006 -0.7027 1.4645
N 0.3334 0.5124 -0.1777
C -0.6928 1.0318 0.7105
C 0.5564 1.3374 -1.3493
C -1.0284 -2.3484 0.2637
C 1.4023 -0.1613 0.3873
H 1.4538 1.0220 -1.8782
H -0.3144 1.2875 -2.0069
H 0.6974 2.3849 -1.0707
H -1.6550 1.0003 0.1963
H 2.2351 -0.2901 -0.3255
H 0.0698 -2.3969 0.2801
H -0.4951 2.0449 1.0614
H -0.7416 0.3857 1.5832
H -1.3209 -3.3910 0.0233
```

Properties
Gap between HOMO and LUMO: 10.25 eV
HOMO level: -9.6 eV
Largest force on an atom: 3.976 eV/A

Atom charges from the natural (NBO) analysis, given in e for atoms 1 to 5:
1. O -0.496
2. O -0.602
3. N -0.441
4. C -0.428
5. C -0.405

[2]
A single C4H9NO2 molecule, computed with ωB97M-V with the def2-TZVPD basis set.

Structure (XYZ):
```
16
C4H9NO2 ωB97M-V with the def2-TZVPD basis set
O 3.4060 1.3950 0.2306
O -0.8351 0.9148 -1.1888
N 1.5807 0.0299 0.0951
C 2.2557 1.1392 0.5141
C -2.1290 -0.7218 -0.0869
C -0.7457 -0.3613 -0.5862
C 0.2592 -0.3349 0.5628
H -2.1285 -1.6914 0.4247
H -2.4618 0.0525 0.6109
H -0.0639 0.4267 1.2826
H 0.0573 1.1795 -1.4554
H 0.2860 -1.2998 1.0871
H 1.6167 1.8044 1.1318
H -0.4060 -1.1141 -1.3182
H -2.8343 -0.7531 -0.9204
H 2.1426 -0.6656 -0.3837
```

Properties
Gap between HOMO and LUMO: 10.82 eV
HOMO level: -10.0 eV
Largest force on an atom: 0.379 eV/A

Atom charges from the natural (NBO) analysis, given in e for atoms 1 to 5:
1. O -0.596
2. O -0.717
3. N -0.636
4. C 0.529
5. C -0.623

[3]
A single C4H9NO2 molecule, computed with ωB97M-V with the def2-TZVPD basis set.

Structure (XYZ):
```
16
C4H9NO2 ωB97M-V with the def2-TZVPD basis set
O 1.1327 0.4160 0.0920
O 1.4358 -1.7813 0.4708
N -1.6097 -0.5306 0.0931
C -0.6353 -0.7492 1.1674
C -1.8771 0.8784 -0.2047
C 2.2039 0.3850 -0.8595
C 0.7762 -0.7784 0.6018
H 2.6152 1.3989 -0.8973
H -2.5497 1.2891 0.5637
H -0.7567 0.0337 1.9298
H -2.4047 0.9315 -1.1643
H -1.3089 -1.0205 -0.7536
H 1.7931 0.0952 -1.8452
H -0.9703 1.5044 -0.2700
H 2.9524 -0.3432 -0.5464
H -0.7970 -1.7289 1.6225
```

Properties
Gap between HOMO and LUMO: 9.95 eV
HOMO level: -9.1 eV
Largest force on an atom: 0.526 eV/A

Atom charges from the natural (NBO) analysis, given in e for atoms 1 to 5:
1. O -0.521
2. O -0.594
3. N -0.606
4. C -0.321
5. C -0.422

[4]
A single C4H9NO2 molecule, computed with ωB97M-V with the def2-TZVPD basis set.

Structure (XYZ):
```
16
C4H9NO2 ωB97M-V with the def2-TZVPD basis set
O 1.2130 1.1517 0.5350
O -1.2604 -0.2222 0.9004
N -1.1160 0.2181 -1.3891
C -1.7849 0.2833 -0.2238
C -0.0045 -0.8734 1.1543
C 0.1731 -0.2018 -1.9605
C 1.0336 0.1719 1.5348
H -0.1934 -1.5260 2.0132
H 0.3042 -1.5032 0.3192
H 0.7696 -0.7978 -1.2822
H 0.7669 0.6773 -2.2262
H -0.0273 -0.7895 -2.8620
H -1.6945 0.6501 -2.0959
H 2.0074 -0.3050 1.6896
H 0.7299 0.6302 2.4875
H 0.3872 1.6521 0.4762
```

Properties
Gap between HOMO and LUMO: 9.08 eV
HOMO level: -8.3 eV
Largest force on an atom: 0.408 eV/A

Atom charges from the natural (NBO) analysis, given in e for atoms 1 to 5:
1. O -0.718
2. O -0.539
3. N -0.645
4. C 0.315
5. C -0.112

[5]
2 unconnected molecules or ions with the total composition C4H9NO2 at a distorted geometry, computed with ωB97M-V with the def2-TZVPD basis set.

Structure (XYZ):
```
16
C4H9NO2 ωB97M-V with the def2-TZVPD basis set
O -1.4887 1.5945 1.5634
O 0.8063 -2.0211 -2.7996
N 0.4438 0.6762 -0.6472
C -1.1861 0.4753 1.9407
C 1.0691 -1.2509 -1.8489
C 1.0365 0.2181 -1.9138
C -0.7138 0.1222 3.3271
H -1.4502 -0.6440 3.7989
H 0.6910 1.6639 -0.4032
H 2.1282 0.5680 -1.9506
H 0.5466 0.5376 -2.8340
H -0.5523 0.6950 -0.7446
H 1.4240 -1.7379 -0.8887
H -0.6622 0.9987 3.9364
H 0.2591 -0.3980 3.2726
H -1.2655 -0.3917 1.2031
```

Properties
Gap between HOMO and LUMO (alpha / beta): 10.40 / 3.77 eV
2S+1: 2
HOMO level (alpha / beta): -14.7 / -13.6 eV
Total charge: +1
Largest force on an atom: 6.147 eV/A

Atom charges from the natural (NBO) analysis, given in e for atoms 1 to 5:
1. O -0.306
2. O -0.397
3. N -0.598
4. C 0.451
5. C 0.388

[6]
2 unconnected molecules or ions with the total composition C4H9NO2S at a distorted geometry, computed with ωB97M-V with the def2-TZVPD basis set.

Structure (XYZ):
```
17
C4H9NO2S ωB97M-V with the def2-TZVPD basis set
S 3.6184 0.4197 -0.0551
O 1.4281 -0.8866 0.7108
O 4.1680 -0.8723 -0.5789
N 1.1378 2.0832 0.8414
C -0.8514 -0.4539 0.7919
C 0.3113 -0.8400 -1.4412
C 2.1360 0.1592 0.4743
C 0.1222 -1.2382 0.0210
H -0.7801 0.5530 0.4235
H 0.7488 0.2398 -1.5276
H 0.9777 -1.4414 -2.0692
H 1.1972 2.1664 1.8611
H -0.6535 -0.9389 -1.8726
H -0.0441 -2.4064 -0.0113
H 2.0038 2.6669 0.4589
H -0.6771 -0.6451 1.9214
H -1.8909 -0.7368 0.4972
```

Properties
Gap between HOMO and LUMO (alpha / beta): 9.02 / 9.02 eV
HOMO level (alpha / beta): -9.1 / -9.1 eV
Largest force on an atom: 4.407 eV/A

Atom charges from the natural (NBO) analysis, given in e for atoms 1 to 5:
1. S 1.050
2. O -0.519
3. O -0.923
4. N -0.899
5. C -0.659

[7]
A single C4H9NO2S molecule at a distorted geometry, computed with ωB97M-V with the def2-TZVPD basis set.

Structure (XYZ):
```
17
C4H9NO2S ωB97M-V with the def2-TZVPD basis set
S 0.6786 0.2291 1.4941
O 1.3108 1.1063 -2.2137
O -2.0050 -1.0667 0.0095
N 0.4478 0.3299 -0.2388
C 1.4210 0.8683 -0.8772
C -1.8267 -0.9282 1.4163
C 0.1468 0.6463 -2.8235
C -0.4206 -1.1792 1.8540
H -0.3417 -1.3818 2.9331
H 0.0091 -0.4373 -2.7198
H 2.3809 1.2241 -0.4725
H 0.0396 -2.0149 1.3296
H -2.4885 -1.6528 1.9017
H -1.3705 -0.4791 -0.4630
H 0.2845 0.7939 -3.9338
H -2.1411 0.0492 1.8147
H -0.7352 1.1627 -2.4083
```

Properties
Gap between HOMO and LUMO: 9.39 eV
HOMO level: -8.5 eV
Largest force on an atom: 1.968 eV/A

Atom charges from the natural (NBO) analysis, given in e for atoms 1 to 5:
1. S 0.349
2. O -0.485
3. O -0.740
4. N -0.696
5. C 0.407

[8]
2 unconnected molecules or ions with the total composition C4H9NO2S at a distorted geometry, computed with ωB97M-V with the def2-TZVPD basis set.

Structure (XYZ):
```
17
C4H9NO2S ωB97M-V with the def2-TZVPD basis set
S 1.8396 -0.2187 0.2913
O 1.6058 -1.3039 1.2052
O 3.4727 0.4040 0.5320
N 2.1012 -0.9738 -1.0970
C -2.4349 -0.5170 0.2383
C 0.9833 1.1414 0.7629
C 0.3726 1.9761 -0.0792
C -3.7623 -0.6257 0.0539
H -4.5674 0.0139 0.4245
H 2.2921 -2.0009 -0.9523
H -1.9454 0.3132 0.7980
H 3.7117 0.2327 1.3824
H -0.3248 2.7596 0.3255
H 2.3483 -0.5769 -1.9486
H 0.2366 1.8785 -1.1529
H -4.2047 -1.2938 -0.6303
H -1.7245 -1.2087 -0.1536
```

Properties
Gap between HOMO and LUMO: 9.30 eV
HOMO level: -9.0 eV
Largest force on an atom: 5.682 eV/A

Atom charges from the natural (NBO) analysis, given in e for atoms 1 to 5:
1. S 2.071
2. O -0.908
3. O -0.880
4. N -1.082
5. C -0.382

[9]
A molecular structure, C4H9NO2S at a distorted geometry, computed with ωB97M-V with the def2-TZVPD basis set.

Structure (XYZ):
```
17
C4H9NO2S ωB97M-V with the def2-TZVPD basis set
S 2.7045 -0.4027 -0.2426
O -2.5742 -0.1227 0.1738
O -1.3400 -1.8710 -1.0732
N -0.5115 -0.9637 0.8723
C 0.3947 1.1360 -0.2546
C -0.1325 0.4968 1.0922
C 1.1750 0.2203 -1.1214
C -1.5431 -0.9823 -0.1746
H 0.6095 0.5220 1.9415
H 0.8108 2.0799 0.0374
H 1.5693 0.6520 -2.0294
H 0.4366 -0.5890 -1.4129
H -1.6198 0.2209 -0.4915
H 2.4786 -1.4559 0.3842
H -0.9225 -1.3250 1.6965
H -1.0324 1.1139 1.4609
H -0.5030 1.2705 -0.8586
```

Properties
Gap between HOMO and LUMO: 8.35 eV
HOMO level: -9.1 eV
Largest force on an atom: 8.071 eV/A

Atom charges from the natural (NBO) analysis, given in e for atoms 1 to 5:
1. S -0.077
2. O -0.523
3. O -0.509
4. N -0.680
5. C -0.416

[10]
4 unconnected molecules or ions with the total composition C4H9NO3 at a distorted geometry, computed with ωB97M-V with the def2-TZVPD basis set.

Structure (XYZ):
```
17
C4H9NO3 ωB97M-V with the def2-TZVPD basis set
O -3.0992 1.5671 0.3625
O -1.6930 -2.2131 -0.9792
O 2.9137 0.5337 -0.9573
N -0.1298 -1.6579 0.6865
C -0.7641 1.0766 -0.3509
C 0.3079 0.3640 -0.6681
C 0.6055 -0.9440 -0.1656
C -1.3755 -1.6976 0.0751
H -1.6594 1.0200 -0.9807
H -3.9481 1.9885 0.5079
H 1.6326 -1.2515 -0.3662
H 3.2975 0.4098 -1.8302
H -2.0827 -1.2304 0.7778
H 2.9581 -0.1638 1.7525
H 2.5819 -0.2299 2.3875
H -0.9519 1.5302 0.6769
H 1.4067 0.8983 -0.9285
```

Properties
Gap between HOMO and LUMO (alpha / beta): 6.10 / 5.59 eV
2S+1: 2
HOMO level (alpha / beta): -4.3 / -4.2 eV
Total charge: -1
Largest force on an atom: 2.907 eV/A

Atom charges from the natural (NBO) analysis, given in e for atoms 1 to 5:
1. O -1.299
2. O -0.561
3. O -1.111
4. N -0.427
5. C -0.037

[11]
2 unconnected molecules or ions with the total composition C4H9NO3 at a distorted geometry, computed with ωB97M-V with the def2-TZVPD basis set.

Structure (XYZ):
```
17
C4H9NO3 ωB97M-V with the def2-TZVPD basis set
O 0.0205 1.1288 -1.7801
O 0.7468 -1.1957 1.8860
O 2.8054 1.2796 -2.2949
N 0.2837 -0.4585 -0.1751
C -0.4548 0.2397 -1.1414
C -1.6186 -1.0125 1.2707
C -2.1078 0.3669 1.6550
C -0.1031 -0.9509 1.0899
H 2.0727 0.7183 -2.0252
H 2.6101 2.0868 -1.8268
H -1.7965 -1.6741 2.1238
H 1.2486 -0.1507 -0.2568
H -1.4752 -0.1597 -1.1976
H -3.1054 0.4918 2.0731
H -1.4365 0.9302 2.3058
H -2.0543 -1.5237 0.4147
H -2.1254 0.9791 0.7463
```

Properties
Gap between HOMO and LUMO: 11.26 eV
HOMO level: -10.7 eV
Largest force on an atom: 2.158 eV/A

Atom charges from the natural (NBO) analysis, given in e for atoms 1 to 5:
1. O -0.562
2. O -0.540
3. O -0.932
4. N -0.681
5. C 0.553

[12]
A single C4H9NO3 molecule at a distorted geometry, computed with ωB97M-V with the def2-TZVPD basis set.

Structure (XYZ):
```
17
C4H9NO3 ωB97M-V with the def2-TZVPD basis set
O -1.2750 0.1298 0.3925
O 0.2367 0.2582 -1.7421
O 2.0674 -0.1548 -0.8056
N 0.1179 -0.4431 0.5642
C 0.7830 -0.1300 -0.5796
C -1.2169 -0.0390 -1.9839
C -1.9090 0.4698 1.7063
C 2.7717 -0.3048 0.4828
H -1.2351 -1.2901 -2.0745
H 2.1302 -1.0692 1.1302
H -1.3244 0.6640 -3.1132
H 3.8242 -0.7900 0.1521
H -3.0316 0.7759 1.4204
H -1.8407 0.3075 -1.2141
H -1.7089 -0.4085 2.4236
H 3.0878 0.6306 1.1177
H -1.4774 1.3936 2.1233
```

Properties
Gap between HOMO and LUMO: 9.79 eV
HOMO level: -8.9 eV
Largest force on an atom: 5.986 eV/A

Atom charges from the natural (NBO) analysis, given in e for atoms 1 to 5:
1. O -0.492
2. O -0.511
3. O -0.463
4. N -0.349
5. C 0.790

[13]
A single C4H9NO3 molecule at a distorted geometry, computed with ωB97M-V with the def2-TZVPD basis set.

Structure (XYZ):
```
17
C4H9NO3 ωB97M-V with the def2-TZVPD basis set
O 1.4830 1.6293 -0.5512
O 1.8322 -1.5656 0.4251
O -1.7178 -1.5035 -0.5691
N -1.6404 1.2725 0.3778
C -0.6328 0.5656 -0.2260
C 0.9431 -0.8991 -0.3677
C 0.8246 0.5947 0.0896
C -0.5787 -0.9444 0.1514
H -1.2135 2.2395 0.2675
H 0.9725 0.5007 1.1466
H 1.8441 -2.3458 -0.0044
H -0.6763 0.5700 -1.2331
H -2.5421 -0.8337 -0.3191
H -0.6093 -1.0775 1.2038
H 2.3884 1.9729 -0.2663
H -1.4633 0.9799 1.3817
H 0.7864 -1.1555 -1.5066
```

Properties
Gap between HOMO and LUMO: 10.06 eV
HOMO level: -9.4 eV
Largest force on an atom: 5.137 eV/A

Atom charges from the natural (NBO) analysis, given in e for atoms 1 to 5:
1. O -0.736
2. O -0.679
3. O -0.734
4. N -0.801
5. C -0.096

[14]
A single C4H9NO3 molecule at a distorted geometry, computed with ωB97M-V with the def2-TZVPD basis set.

Structure (XYZ):
```
17
C4H9NO3 ωB97M-V with the def2-TZVPD basis set
O -0.5250 -2.2305 -0.0555
O 1.5559 -1.5653 -0.6162
O 0.1154 2.1626 -0.4757
N 1.2336 0.6610 1.1294
C 0.1409 -0.0797 0.4994
C -2.1422 1.2480 -0.0030
C 0.4325 -1.3590 -0.1830
C -0.5992 0.9706 -0.4419
H -2.6485 2.0795 -0.5739
H -0.5859 -0.3061 1.2171
H -2.3323 1.4084 1.0731
H 1.6508 0.0220 1.8656
H 1.9285 0.6338 0.3996
H -0.2540 -3.0409 -0.4978
H 0.5490 2.0564 0.5004
H -2.5249 0.2552 -0.4424
H -0.5799 0.6506 -1.4970
```

Properties
Gap between HOMO and LUMO: 10.06 eV
HOMO level: -9.6 eV
Largest force on an atom: 3.822 eV/A

Atom charges from the natural (NBO) analysis, given in e for atoms 1 to 5:
1. O -0.651
2. O -0.611
3. O -0.735
4. N -0.815
5. C -0.210

[15]
2 unconnected molecules or ions with the total composition C4H9NO3 at a distorted geometry, computed with ωB97M-V with the def2-TZVPD basis set.

Structure (XYZ):
```
17
C4H9NO3 ωB97M-V with the def2-TZVPD basis set
O 2.4374 0.9498 -0.7472
O 1.2704 0.4608 1.3855
O 1.1660 -1.6252 -0.9109
N 1.1104 1.0464 -0.8624
C -0.8052 1.4225 0.5891
C -1.2312 -1.4294 -0.9780
C 0.0980 -1.3692 -0.2364
C 0.4413 0.6309 0.2790
H 0.9555 0.9792 2.1393
H -1.2723 1.7881 -0.3254
H -0.6000 2.2635 1.2569
H 2.6017 0.3939 0.0580
H -2.0522 -1.1492 -0.3133
H -1.1975 -0.7751 -1.8510
H 0.0136 -1.8884 0.7377
H -1.4036 -2.4613 -1.2873
H -1.5322 0.7626 1.0662
```

Properties
Gap between HOMO and LUMO (alpha / beta): 8.10 / 8.25 eV
HOMO level (alpha / beta): -9.0 / -8.9 eV
Largest force on an atom: 5.766 eV/A

Atom charges from the natural (NBO) analysis, given in e for atoms 1 to 5:
1. O -0.459
2. O -0.735
3. O -0.596
4. N 0.015
5. C -0.659